1.
58
Properties=species:S:1:pos:R:3:forces:R:3:lowdin_charge:R:1 method="wB97M-V/def2-TZVPD" lumo_energy_ev=-10.542 total_charge=+3 max_force_ha_per_bohr=0.0558 orbital_gap_ev=5.9 energy_ha=-4184.006368
Ta 1.137473 0.187989 0.114202 1.2 -1.6 -1.1 1.24
C 3.915653 0.765093 4.457092 -0.1 0.8 1.0 -0.35
S 2.615760 2.016396 4.138840 0.6 -0.1 -0.7 0.96
C 2.304834 1.962734 2.434686 -0.5 -0.1 0.7 -1.01
S 3.172553 0.888792 1.307142 -0.1 -0.3 0.5 0.61
N 1.297478 2.679139 2.000577 0.5 -1.6 -0.9 -0.02
N 1.015181 2.207214 0.673414 -1.0 2.4 0.9 -0.27
C 0.473321 3.098931 -0.075685 0.5 -0.2 0.3 -0.01
C 0.274019 2.796235 -1.455417 -0.2 -0.8 0.0 -0.24
C -0.233222 3.746638 -2.318437 0.5 -0.2 0.0 0.05
C -0.086032 3.496271 -3.681981 -0.2 -0.4 -0.1 0.04
C 0.452478 2.263670 -4.061646 0.0 1.1 -0.8 0.00
C 0.789928 1.312603 -3.115967 0.1 0.2 0.2 -0.17
N 0.729098 1.547196 -1.803335 -0.2 0.6 -0.2 0.01
H 4.000654 0.903785 5.558163 0.2 -0.2 -0.7 0.06
H 4.896006 0.949189 3.997234 -0.5 0.1 0.0 0.06
H 3.526123 -0.225087 4.290760 0.0 -0.3 -0.3 0.02
H 0.319913 4.088721 0.301953 -0.1 0.5 0.3 0.16
H -0.628267 4.673281 -1.905063 0.1 -0.1 -0.3 0.15
H -0.392960 4.248574 -4.411342 0.2 -0.3 0.1 0.15
H 0.689531 2.093033 -5.117858 -0.3 -0.2 0.5 0.14
H 1.180878 0.375212 -3.452691 0.1 -0.4 0.0 0.06
I 0.285146 -1.911969 -1.869924 0.9 -0.2 0.1 1.35
C -1.645802 -1.284648 -1.763264 0.6 0.3 1.0 -0.62
C -2.534780 -1.781596 -2.638825 0.5 -0.5 -0.5 -0.13
C -3.821654 -1.295910 -2.645416 -0.9 0.5 0.0 -0.02
C -4.175622 -0.434020 -1.647584 -0.5 -0.1 0.5 0.03
C -3.286544 -0.066520 -0.596094 -0.5 -0.1 -0.7 -0.14
C -3.771840 0.640554 0.527957 0.9 -0.3 -0.1 0.05
C -2.854124 1.042275 1.469319 -0.8 0.4 0.0 -0.05
C -1.476233 0.845287 1.315957 -0.1 0.0 0.6 -0.13
C -0.969356 0.100294 0.259065 0.0 0.0 0.0 -0.34
C -1.917052 -0.419829 -0.696919 -0.5 0.5 0.4 -0.26
H -2.220070 -2.556645 -3.298642 0.0 -0.3 -0.7 0.11
H -4.495024 -1.601698 -3.433740 -0.2 0.0 0.2 0.14
H -5.195779 -0.079406 -1.587574 0.0 0.1 0.0 0.13
H -4.844717 0.778797 0.625400 0.2 0.2 0.1 0.14
H -3.219750 1.572641 2.322733 0.0 0.3 0.5 0.12
H -0.843480 1.301626 2.109611 -0.3 -0.5 -0.7 0.11
C -1.449536 -1.913703 3.532309 0.5 -0.3 0.3 0.04
N -1.012234 -2.878128 2.502360 -1.0 -0.1 0.3 -0.07
C -1.719188 -4.032589 2.082981 0.9 0.9 0.4 0.04
C -0.935845 -4.613966 1.146737 -0.3 -0.1 0.6 -0.03
N 0.199973 -3.860514 1.023767 -0.3 0.0 -0.1 0.06
C 0.116424 -2.778745 1.826606 1.4 -0.1 -1.0 -0.64
S 1.456478 -1.576834 1.847719 -0.9 0.0 0.0 0.61
H -1.843882 -2.439525 4.417521 0.2 0.2 -0.5 0.13
H -2.163797 -1.214414 3.130479 -0.4 0.0 -0.2 0.08
H -0.565744 -1.338355 3.811516 -0.1 -0.1 0.2 0.08
H -2.635379 -4.340052 2.562208 0.0 0.1 -0.1 0.15
H -1.071802 -5.533508 0.631949 0.0 -0.4 -0.3 0.14
H 0.972921 -4.132813 0.425123 -0.1 0.4 0.3 0.15
Cl 4.915441 -1.204714 -4.082662 0.2 0.5 0.5 0.72
C 4.697038 0.020402 -2.826853 -0.1 0.5 -0.2 -1.50
Cl 6.046505 0.274151 -1.690672 -0.3 -0.2 -0.8 0.72
Cl 4.141550 1.630248 -3.542131 0.5 -1.2 0.5 0.64
C 3.597473 -0.412439 -1.946401 2.1 0.9 -1.7 -0.35
N 2.789870 -0.579351 -1.179271 -1.8 0.0 1.8 -0.07

=====

2.
51
Properties=species:S:1:pos:R:3:forces:R:3:lowdin_charge:R:1 method="wB97M-V/def2-TZVPD" relative_energy_kj_mol=8.7 lumo_energy_ev=-6.428 total_charge=+1 max_force_ha_per_bohr=0.0357 orbital_gap_ev=4.1 energy_ha=-1530.948945
C -5.303777 -2.759270 1.778333 0.2 0.4 0.0 -0.05
O -4.732497 -1.436633 1.874354 0.2 -0.4 0.1 -0.08
C -3.379327 -1.335468 1.850711 0.4 -0.4 -0.2 -0.27
C -2.831583 -0.035519 1.967633 -0.2 -0.6 -0.2 0.00
C -1.462281 0.136086 1.900621 0.3 -0.3 0.0 -0.03
C -0.581725 -0.956101 1.711524 -0.5 -0.4 -0.1 -0.17
C 0.882910 -0.772228 1.593699 0.4 1.7 -0.1 -0.26
C 1.458429 0.446766 1.394390 -0.5 -0.9 0.2 0.08
N 1.668973 -1.922342 1.689278 0.5 -0.5 -0.2 0.11
C 2.917473 -2.077111 1.122802 0.3 0.4 -0.3 -0.49
C 3.549923 -3.434685 1.335821 0.1 0.1 0.0 0.01
O 3.475212 -1.200179 0.475329 -0.3 -0.7 0.3 0.03
C -1.146106 -2.239593 1.594655 0.0 0.3 0.1 -0.03
C -2.519650 -2.446317 1.676189 -0.5 0.6 0.1 -0.01
H -6.379603 -2.595036 1.802570 0.1 -0.1 0.0 0.10
H -5.010872 -3.243283 0.837494 -0.1 0.1 0.2 0.09
H -4.993340 -3.386635 2.624449 -0.1 0.2 -0.1 0.10
H -3.509457 0.808257 2.095649 0.2 -0.2 0.0 0.13
H -1.049840 1.138725 2.011237 -0.2 -0.3 0.0 0.11
H 2.534720 0.549356 1.328619 -0.3 0.1 0.0 0.06
H 0.829275 1.330097 1.373104 0.1 -0.1 -0.1 0.05
H 1.323493 -2.736627 2.177417 -0.1 0.3 0.0 0.13
H 3.092041 -4.013090 2.141558 0.0 0.1 -0.1 0.08
H 3.493965 -4.001304 0.400189 0.0 0.1 0.2 0.09
H 4.608662 -3.281329 1.555670 -0.2 0.0 0.0 0.09
H -0.517382 -3.115813 1.424739 -0.2 0.3 0.0 0.11
H -2.927672 -3.457457 1.595804 0.2 0.4 0.0 0.11
F -3.395462 2.564497 -0.904631 1.2 -1.2 -0.7 0.07
C -2.520138 1.622234 -1.403176 -0.5 1.2 0.5 -0.20
C -3.047973 0.382648 -1.757710 0.8 -0.2 -0.1 0.14
C -2.133897 -0.555540 -2.240973 -0.7 -1.1 -0.3 -0.20
F -2.605017 -1.791697 -2.619713 0.6 1.5 0.5 0.07
C -0.786082 -0.298819 -2.356087 0.5 0.3 0.1 0.09
C -0.256724 0.975687 -1.980382 -1.1 -0.4 0.0 -0.16
C 1.141108 1.124151 -2.136715 -0.2 0.2 -0.1 0.14
C 1.998516 2.218783 -1.883273 1.1 0.9 0.2 -0.16
C 3.330569 2.092505 -2.393982 -0.6 -0.3 0.2 0.09
C 4.249226 3.100075 -2.197885 1.3 0.1 -0.5 -0.19
F 5.517614 2.943035 -2.709931 -1.7 0.2 0.7 0.07
C 3.954918 4.273485 -1.499071 -0.3 -0.7 -0.3 0.14
C 2.658019 4.381852 -1.001225 -0.8 0.9 0.8 -0.19
F 2.338027 5.520366 -0.290202 0.4 -1.5 -0.9 0.07
C 1.680022 3.407537 -1.160432 0.2 -0.1 -0.1 0.09
C -1.180227 1.962772 -1.524042 -0.1 -0.3 0.0 0.09
H -4.104173 0.157677 -1.669114 0.1 0.0 0.0 0.16
H -0.096281 -1.047285 -2.743122 -0.4 0.0 0.1 0.14
H 1.637236 0.260631 -2.590195 -0.1 0.2 0.2 0.14
H 3.586855 1.181272 -2.931956 0.2 0.3 0.1 0.14
H 4.697225 5.048641 -1.349489 -0.1 -0.1 0.0 0.15
H 0.704421 3.541925 -0.705364 0.5 0.2 0.0 0.11
H -0.857737 2.970302 -1.285180 -0.4 -0.3 -0.1 0.11

=====

3.
56
Properties=species:S:1:pos:R:3:forces:R:3:lowdin_charge:R:1 method="wB97M-V/def2-TZVPD" smiles="O=[N+]([O-])c1ccccc1.O=[N+]([O-])c1ccccc1.O=[N+]([O-])c1ccccc1.O=[N+]([O-])c1ccccc1" relative_energy_kj_mol=1122.6 lumo_energy_ev=-0.750 max_force_ha_per_bohr=0.0922 orbital_gap_ev=8.9 energy_ha=-1746.992148
C 32.208380 9.005870 0.321260 -0.8 1.4 -1.4 -0.06
C 31.440220 10.181080 0.502740 0.2 -2.3 0.2 -0.06
C 31.730460 11.366390 -0.155950 1.3 -0.3 0.1 -0.01
C 32.852840 11.316260 -0.974050 0.8 -0.4 -0.3 -0.11
C 33.614540 10.119220 -1.259080 -1.5 2.4 -1.0 0.00
C 33.212810 8.978900 -0.657930 -0.7 -1.3 1.6 -0.09
N 33.279150 12.616730 -1.598060 0.2 0.9 0.7 -0.33
O 34.005950 12.556540 -2.579360 -0.7 0.2 0.8 0.07
O 32.924530 13.673200 -1.023800 0.6 -2.0 -1.3 0.04
H 31.795140 8.076310 0.683960 0.3 0.0 0.4 0.10
H 30.570850 9.903710 1.080380 -0.4 1.2 0.3 0.10
H 31.255040 12.325350 -0.011810 -0.3 -0.2 0.0 0.12
H 34.256570 10.076160 -2.126460 0.4 0.4 0.3 0.12
H 33.575570 7.992720 -0.907440 0.5 0.1 -0.2 0.11
C 29.173070 3.487320 7.455650 -0.5 -1.1 1.3 -0.13
C 28.773910 4.203360 6.396290 1.6 -1.3 -4.3 -0.03
C 29.560810 3.945880 5.145700 -3.2 3.2 1.0 0.02
C 30.670890 3.191100 5.051360 0.1 0.7 0.3 -0.19
C 31.095580 2.616660 6.211450 -0.5 -2.3 2.3 0.00
C 30.275750 2.654000 7.389510 2.5 0.9 -1.3 -0.04
N 31.446540 3.121760 3.784240 -0.8 0.2 -1.9 -0.29
O 32.447380 2.403900 3.777280 -1.4 1.4 -0.2 0.08
O 30.958200 3.749360 2.787270 1.8 -1.8 2.7 0.04
H 28.518230 3.423030 8.312070 0.2 0.3 0.4 0.11
H 27.808840 4.687760 6.375960 0.3 0.4 -0.2 0.10
H 29.283100 4.535080 4.284230 -0.2 -0.2 -0.2 0.11
H 31.916660 1.917580 6.152270 0.4 0.2 0.3 0.11
H 30.681280 2.280560 8.318220 -0.1 -0.6 -0.1 0.10
C 37.445440 4.125760 -9.389600 2.1 0.5 0.2 -0.05
C 38.641910 4.978710 -9.364310 -3.2 -1.6 2.7 -0.03
C 38.749000 5.753080 -8.192190 0.6 1.2 -0.2 -0.02
C 37.734560 5.929900 -7.218000 -0.2 -1.6 -2.2 -0.11
C 36.635230 5.046990 -7.348780 -0.8 1.7 0.8 -0.02
C 36.462490 4.137600 -8.384610 1.8 1.1 -1.1 -0.07
N 37.804300 6.981340 -6.149860 1.9 -0.6 2.3 -0.32
O 38.779810 7.755850 -6.041390 -1.7 -1.3 -1.6 0.05
O 37.008520 6.854440 -5.224870 -0.3 0.2 -1.3 0.06
H 37.455090 3.336770 -10.127030 -0.5 0.2 -0.4 0.09
H 39.440490 4.854610 -10.080730 -0.1 0.2 0.1 0.10
H 39.668540 6.294960 -8.027220 0.1 0.3 -0.1 0.11
H 35.783000 5.205590 -6.704620 0.1 -0.1 0.4 0.11
H 35.550960 3.572890 -8.513550 0.1 -0.2 0.3 0.11
C 21.300460 12.941630 3.547190 -1.4 0.8 0.6 -0.11
C 21.540150 11.703550 3.058610 1.7 -2.6 -1.0 -0.04
C 22.875380 11.210720 3.094400 -1.7 -0.7 -0.6 0.01
C 23.827080 11.950510 3.682910 1.6 -0.7 0.4 -0.20
C 23.559460 13.061600 4.366680 -1.5 3.8 0.6 0.01
C 22.248460 13.597290 4.252320 2.6 0.6 -0.1 -0.05
N 25.222030 11.478250 3.671590 2.8 0.5 1.6 -0.35
O 26.112480 12.179280 4.121890 -0.9 2.5 0.4 0.06
O 25.579720 10.386770 3.352400 -2.0 -2.9 -1.8 0.09
H 20.371250 13.490700 3.508560 -0.5 -0.5 -0.5 0.11
H 20.792580 11.057900 2.621940 -0.2 0.2 -0.1 0.11
H 23.306480 10.279780 2.756890 -0.9 -0.4 -0.6 0.12
H 24.315680 13.701190 4.797330 0.2 -0.4 0.2 0.12
H 22.053430 14.643800 4.434470 0.2 0.0 0.9 0.11